# 1
{
  "formula": "C31H25N5O2Re",
  "method": "ωB97M-V/def2-TZVPD",
  "symbols": ["C", "O", "C", "H", "C", "C", "H", "H", "N", "H", "C", "H", "H", "C", "H", "C", "H", "C", "C", "H", "Re", "C", "H", "C", "C", "C", "N", "C", "H", "H", "H", "H", "C", "H", "C", "C", "C", "C", "C", "C", "O", "N", "H", "H", "H", "C", "C", "H", "C", "C", "N", "C", "H", "C", "H", "C", "H", "H", "C", "N", "H", "H", "C", "C"],
  "xyz": [[-4.117023, 3.102773, 1.805198], [-1.187357, 0.280894, 1.124624], [-2.080667, 2.049650, 2.421291], [-1.878183, -3.808036, -2.823469], [-1.283857, -1.967031, 3.367260], [-3.069410, 2.258215, 1.473949], [-1.845341, -1.133083, 3.791979], [-4.799010, -3.645367, 0.827588], [-0.983518, 1.179897, 2.070493], [1.165750, 1.219071, -4.167393], [1.151310, 2.260089, -3.872499], [6.007258, -1.467525, -1.465728], [1.354411, 3.008059, -5.865052], [1.324807, -2.736123, -3.101347], [3.501582, -0.106529, 2.705055], [5.023529, -1.472614, -1.016498], [-3.452711, -3.476714, -1.258279], [1.100529, 4.931712, -3.081694], [1.021436, 2.594028, -2.516994], [2.183765, -2.821483, -3.749899], [0.514899, -0.720030, 0.578016], [3.598459, -1.278468, 0.913713], [-3.188943, 3.956008, 4.952615], [3.895461, -1.718600, -1.794910], [-4.156626, 3.712315, 3.051614], [0.995903, 3.939700, -2.125524], [0.343364, -2.035524, -1.073441], [2.665240, -1.704550, -1.190766], [-3.765921, -2.980878, 2.985346], [1.310593, 5.375078, -5.167717], [-1.306967, 2.449248, 4.389702], [3.989057, -1.932217, -2.849197], [1.254639, 3.261000, -4.818538], [-4.901098, 3.287408, 1.084257], [-3.210809, -2.910025, 2.060004], [0.835706, 0.697962, -0.683579], [1.421758, -2.129436, -1.863446], [-0.801155, -2.667490, -1.356395], [-3.780090, -3.284442, 0.862329], [4.870242, -1.292712, 0.337288], [0.964003, 0.344269, 2.222357], [2.507908, -1.424519, 0.138792], [1.082675, 5.970842, -2.783574], [0.000118, -3.762207, -4.436590], [4.312835, -1.663687, 2.863643], [-3.029073, -3.193401, -0.305941], [-2.094230, 2.641586, 3.675623], [-0.247421, -1.660578, 3.226252], [-3.150509, 3.482836, 3.981448], [-1.904898, -2.420734, 2.084134], [0.115807, 1.236149, 2.667624], [1.229189, 4.594086, -4.423748], [-3.014940, 1.780951, 0.506776], [-0.960443, -3.293154, -2.581189], [2.552392, -1.592199, 2.768637], [3.473592, -1.150860, 2.396730], [-4.977665, 4.370031, 3.302016], [5.729012, -1.169020, 0.981982], [0.102592, -3.283033, -3.472257], [-1.186946, -2.341677, 0.960510], [-1.300006, -2.775207, 4.099162], [0.898410, 4.190473, -1.077830], [0.913655, 1.573690, -1.540970], [-1.737068, -2.728865, -0.213545]],
  "forces_ev_per_a": [[0.003, -0.006, -0.005], [-0.088, -0.068, -0.050], [0.023, -0.013, -0.011], [0.006, -0.004, -0.009], [0.029, -0.064, 0.003], [-0.002, 0.008, 0.026], [-0.009, 0.004, -0.004], [0.001, -0.008, 0.003], [0.080, -0.004, 0.049], [-0.001, -0.005, -0.001], [-0.005, 0.016, 0.044], [0.002, 0.006, 0.000], [-0.001, 0.001, -0.001], [0.002, -0.002, 0.031], [-0.017, 0.038, 0.009], [0.015, -0.010, 0.002], [0.011, -0.002, -0.004], [0.000, -0.001, -0.007], [-0.018, 0.057, -0.065], [-0.003, 0.002, -0.006], [-0.397, -0.463, -0.192], [0.027, -0.067, -0.081], [0.000, 0.002, -0.001], [-0.018, 0.007, -0.002], [-0.012, 0.006, -0.012], [0.004, -0.033, -0.018], [-0.046, 0.090, 0.145], [0.014, 0.008, -0.003], [0.003, -0.002, 0.002], [0.000, -0.001, 0.000], [0.010, -0.001, 0.004], [-0.007, 0.005, -0.005], [0.001, 0.017, 0.008], [-0.001, 0.003, 0.001], [0.006, -0.015, -0.012], [0.326, 0.383, -0.087], [0.001, -0.029, -0.040], [-0.007, -0.049, -0.035], [0.002, 0.009, 0.002], [-0.002, -0.003, 0.008], [-0.083, 0.045, 0.127], [0.079, -0.041, -0.029], [0.002, 0.002, -0.002], [-0.003, 0.002, 0.000], [-0.012, 0.021, 0.016], [0.015, 0.001, 0.034], [-0.036, 0.008, -0.015], [-0.025, -0.029, 0.033], [0.023, -0.010, 0.014], [-0.029, 0.005, 0.041], [0.032, 0.037, -0.060], [0.003, 0.008, -0.011], [0.003, 0.001, -0.001], [-0.018, 0.018, 0.025], [-0.051, -0.016, 0.001], [-0.061, 0.046, -0.024], [0.000, -0.001, -0.001], [0.002, 0.004, -0.002], [0.000, -0.013, -0.013], [0.200, 0.160, 0.151], [-0.010, 0.012, 0.012], [-0.001, -0.003, 0.001], [0.017, -0.062, 0.076], [0.018, -0.010, -0.058]],
  "fmax_ev_per_a": 0.640,
  "lumo_ha": [-0.23200, -0.27663],
  "e_homo_ha": [-0.4871, -0.5043],
  "charge": 2,
  "e_above_lowest_kcal_mol": 21.5,
  "multiplicity": 4
}


# 2
{
  "formula": "C31H26CeClIO5P",
  "method": "ωB97M-V/def2-TZVPD",
  "symbols": ["C", "C", "C", "C", "C", "C", "H", "O", "H", "H", "P", "H", "H", "C", "I", "H", "C", "O", "H", "C", "H", "Ce", "C", "H", "H", "C", "C", "H", "C", "C", "C", "C", "C", "H", "O", "C", "H", "H", "H", "O", "H", "C", "H", "H", "C", "C", "Cl", "H", "H", "H", "H", "C", "C", "H", "C", "C", "H", "C", "C", "C", "C", "O", "C", "C", "H", "H"],
  "xyz": [[-1.203584, -1.645630, -2.026125], [-0.812962, 2.876662, -1.572924], [0.725349, 3.894648, 1.567611], [0.746923, 4.019179, 2.958705], [-1.878506, -1.250546, -3.190559], [1.661075, -0.044527, 0.547390], [-3.507598, -4.686368, 1.953333], [-2.498244, -3.071000, 1.129409], [-2.668926, -4.950692, 0.399520], [2.407106, 2.507953, -3.660574], [0.312448, 2.240279, 0.886800], [-1.796447, 3.338451, -3.425482], [0.527362, 3.149883, 3.572800], [1.535648, 2.406078, -1.704040], [-3.404223, 0.563670, 0.181192], [4.985741, 1.044439, 2.330937], [0.130627, -3.280179, -0.855222], [0.223844, -2.456446, 2.429470], [-1.016856, -3.755039, -5.329305], [3.968182, -0.500450, 1.239596], [3.091591, 2.630982, 2.160355], [-0.654732, -1.148055, 0.436753], [0.975394, 5.025270, 0.796799], [-2.460763, -0.335010, -3.189694], [0.953276, 4.953156, -0.285215], [-4.098456, -2.069518, 2.537297], [1.826485, 1.236517, 1.113045], [4.799096, -1.192399, 1.288785], [-2.813789, -2.010979, 1.828803], [2.999853, 1.638091, 1.742609], [0.303404, 2.956434, -3.704889], [1.500320, 2.619144, -3.076240], [0.822460, -4.497110, -0.884581], [1.294097, -4.873937, 0.015784], [-0.539143, -0.261479, 2.794238], [0.377010, 2.528334, -0.934505], [2.746304, -1.857032, 0.145995], [-4.200265, -4.042593, 0.436585], [-1.725431, 2.956217, -0.991464], [-1.336506, -2.039008, 4.184093], [0.424175, -5.434576, -4.136308], [-0.852458, 3.092733, -2.949390], [0.276665, 3.103335, -4.778949], [-4.366995, -1.064622, 2.846249], [-1.077305, -3.181679, -4.414618], [0.337685, -4.843425, -3.234633], [-0.187473, -1.508742, 3.495309], [-4.901660, -2.500179, 1.942185], [1.523481, 7.307131, 3.251637], [1.453773, 7.117666, 0.783812], [2.466621, 2.123772, -1.230700], [1.301620, 6.355337, 2.783999], [1.042918, 5.233630, 3.564405], [-3.940064, -2.689561, 3.429884], [4.074555, 0.751916, 1.823505], [-1.811919, -2.002181, -4.366940], [1.066892, 5.306019, 4.644106], [2.785996, -0.871310, 0.601542], [-3.287820, -4.272643, 0.975526], [-0.481157, -2.870603, -2.075816], [1.260112, 6.248007, 1.401135], [0.890530, -1.278560, 4.396909], [0.940799, -5.256500, -2.053695], [-0.400416, -3.644904, -3.264272], [-2.339680, -1.663992, -5.246065], [1.503963, -6.173459, -2.035904]],
  "forces_ev_per_a": [[-0.412, 0.374, -0.141], [-0.055, 0.037, -0.102], [-0.016, -0.055, 0.075], [0.007, 0.030, 0.128], [0.417, 0.315, 1.456], [-0.378, -0.143, 0.352], [-0.039, -0.057, 0.117], [0.134, 0.112, -0.108], [0.061, 0.005, -0.033], [-0.041, -0.003, 0.031], [0.191, -0.205, -0.366], [0.087, -0.011, 0.036], [0.026, 0.047, -0.033], [-0.040, 0.027, -0.098], [0.241, -0.244, -0.155], [0.002, 0.024, 0.013], [0.242, -0.126, 0.473], [-0.334, 0.449, 0.124], [-0.022, -0.078, -0.125], [-0.077, 0.188, -0.054], [-0.033, 0.111, 0.061], [-0.281, -0.627, -1.437], [0.080, 0.126, -0.050], [-0.025, 0.025, 0.039], [0.004, 0.008, 0.057], [-0.111, 0.245, 0.492], [-0.171, 0.133, -0.065], [0.035, -0.046, -0.023], [0.817, -0.338, -0.983], [0.105, -0.170, -0.174], [0.080, 0.008, 0.122], [-0.115, -0.003, 0.031], [-0.430, 1.138, 0.686], [0.067, 0.001, 0.102], [0.135, -0.346, 0.258], [0.011, 0.192, 0.036], [-0.071, -0.073, 0.070], [-0.113, 0.036, -0.075], [0.032, -0.040, -0.032], [0.492, 0.231, -0.259], [0.022, -0.094, -0.090], [0.019, -0.058, 0.133], [-0.006, -0.010, 0.049], [-0.071, 0.007, 0.085], [-0.417, 0.765, 0.096], [0.457, -0.356, 0.771], [0.089, -0.242, 0.696], [-0.063, -0.043, -0.072], [0.005, -0.019, -0.006], [-0.008, -0.025, 0.008], [0.026, -0.019, 0.029], [-0.042, -0.083, -0.039], [0.006, -0.071, -0.129], [-0.027, 0.025, -0.052], [-0.197, 0.075, -0.039], [0.634, -1.078, -0.126], [-0.013, -0.011, 0.019], [-0.063, -0.293, -0.141], [0.037, 0.082, -0.042], [-0.005, 0.209, 0.277], [-0.027, -0.105, -0.030], [-0.267, -0.082, -0.307], [-0.554, 0.307, -1.112], [-0.124, 0.058, -0.241], [-0.062, 0.044, -0.163], [0.149, -0.279, -0.020]],
  "fmax_ev_per_a": 1.593,
  "lumo_ha": [0.06824, 0.06368],
  "e_homo_ha": [-0.1727, -0.1726],
  "charge": -1,
  "e_above_lowest_kcal_mol": 65.1,
  "multiplicity": 1
}


Question: Number 2 is which compound?
Answer: C31H26CeClIO5P